ORCA calculation (ωB97M-V/def2-TZVPD) on a 3-piece molecular cluster, CH12N6 overall.

The geometry in XYZ format:
```
19
Properties=species:S:1:pos:R:3:forces:R:3:nbo_charge:R:1
H 2.2871 -1.2566 0.3850 -0.1 0.0 0.5 0.273
N 1.3127 -1.6011 0.2626 0.8 -0.1 -1.1 -0.463
N 0.5981 -1.5173 1.2526 -1.0 -0.1 0.7 0.056
N 1.0604 -1.0859 2.4033 0.5 -0.2 0.7 -0.595
H 1.9629 -0.6199 2.4447 -0.2 0.1 -0.1 0.359
H 0.3654 -0.8460 3.0958 0.2 0.0 -0.3 0.390
C -1.9634 0.0097 -1.1496 0.1 0.1 0.0 -0.424
N -0.9888 0.0776 -2.2218 0.0 -0.3 -0.4 -0.466
N 0.2946 0.4075 -1.6896 0.3 -0.2 -0.1 -0.713
H -1.6860 -0.7040 -0.3627 -0.1 0.0 0.0 0.174
H -2.9226 -0.2756 -1.5762 -0.1 0.0 0.0 0.197
H -2.0513 1.0032 -0.7113 -0.1 0.0 0.1 0.191
H -0.9660 -0.8262 -2.7034 0.1 0.3 0.2 0.324
H 0.7174 -0.3974 -1.2072 -0.2 0.2 -0.4 0.362
H 0.8947 0.6709 -2.4652 -0.1 0.0 0.1 0.352
N 0.4397 1.5761 1.2305 0.1 0.3 0.1 -1.116
H -0.5269 1.5921 1.5460 0.1 0.0 0.0 0.352
H 0.7517 2.5452 1.2011 -0.1 -0.2 0.0 0.355
H 0.4201 1.2478 0.2654 -0.1 0.1 0.0 0.391
```
Forces are in eV/Å.

The HOMO energy comes out at -8.568 eV. As for the orbital gap: 9.70 eV. The value obtained for the relative energy (zero: lowest compared OMol25 entry of this formula, charge and spin) is 0.0 kJ/mol.